48
Properties=species:S:1:pos:R:3:forces:R:3:lowdin_charge:R:1 method="wB97M-V/def2-TZVPD" charge=-1
C 2.5258 1.3541 1.6729 0.13 -0.41 0.49 -0.13
C 2.3162 2.3403 2.9177 0.14 -1.25 0.52 -0.29
C 0.7978 2.2168 3.3935 1.14 -0.14 0.26 -0.57
Cl 0.8240 2.6560 5.2175 0.34 -0.93 -0.41 0.44
B -0.2659 3.2111 2.5921 0.90 0.47 -0.47 -1.02
C 0.4136 4.0245 1.3187 -0.91 0.23 -0.71 -0.12
Cl -0.8518 4.5608 3.7925 -0.49 0.38 -0.31 0.49
C -1.6039 2.4534 2.0026 -0.67 0.80 0.19 -0.30
F -1.3908 1.8621 0.7266 -0.61 0.61 1.86 0.03
F -2.6075 3.4747 1.8181 0.91 -2.01 -0.16 -0.02
C -2.2597 1.3535 2.9578 -1.10 -0.74 -1.03 -0.24
F -1.6803 0.1034 2.5807 -0.82 1.96 1.38 0.05
F -2.1500 1.6186 4.3196 0.26 -0.79 -2.57 0.09
C -3.8423 1.1574 2.6799 -1.19 -0.87 0.12 -0.34
F -4.5969 2.1195 3.3529 1.42 -1.80 -1.83 0.11
F -4.3027 -0.0912 3.1759 1.00 2.30 -0.81 0.06
F -4.1325 1.1157 1.3021 0.49 0.50 3.03 0.10
H 3.1457 0.4570 2.0247 -0.85 1.38 -0.59 0.06
H 1.5239 0.9063 1.3463 1.36 0.85 0.26 0.07
H 3.0579 1.8134 0.7832 -0.74 -0.46 1.03 0.08
H 2.9536 1.9160 3.7741 -0.85 0.70 -1.19 0.08
H 2.6840 3.3988 2.7570 -0.81 -1.18 0.00 0.11
H 0.5287 1.1118 3.3732 0.39 1.33 0.13 0.09
H 1.0153 4.9073 1.6972 -0.41 -1.16 -0.60 0.05
H 0.9690 3.3481 0.5936 -0.37 0.96 0.88 0.05
H -0.4733 4.4593 0.7284 1.33 -0.41 0.69 0.07
C -0.3529 -2.7190 -0.2778 -0.44 -0.37 -0.48 -0.16
C 0.7332 -3.7788 -0.2023 -0.26 -0.07 0.63 -0.17
O 1.8750 -3.1814 -0.8188 -0.13 0.66 -0.34 -0.20
S 1.8511 -1.5828 -0.5392 -0.48 0.02 0.44 0.64
O 2.7010 -1.3077 0.5781 -0.40 -0.28 -1.15 -0.24
O 1.9764 -0.9038 -1.7937 0.27 -0.43 0.68 -0.24
O 0.3145 -1.4768 -0.0424 1.10 -0.14 0.02 -0.18
H -0.7974 -2.6820 -1.2737 0.08 -0.04 0.29 0.09
H -1.1357 -2.8774 0.4643 0.18 0.25 0.09 0.14
H 0.4546 -4.6974 -0.7178 0.18 0.16 -0.17 0.13
H 0.9903 -4.0081 0.8361 -0.05 -0.02 -0.03 0.13
C 0.6954 -3.0456 -6.0487 0.05 0.30 -0.57 -0.17
C 0.4609 -1.6374 -5.5262 0.71 -0.03 0.39 -0.16
O -0.9179 -1.6075 -5.1531 -0.43 -0.91 -0.13 -0.18
S -1.3579 -3.0768 -4.6330 0.21 0.35 -0.25 0.66
O -1.2907 -3.0844 -3.2031 -0.35 -0.36 -1.06 -0.23
O -2.5216 -3.4840 -5.3568 0.60 0.27 0.73 -0.22
O -0.0792 -3.8953 -5.2007 -0.43 0.44 0.53 -0.19
H 0.3243 -3.1550 -7.0716 0.04 0.02 0.03 0.13
H 1.7472 -3.3288 -6.0130 -0.16 -0.12 0.20 0.14
H 0.6733 -0.8750 -6.2748 -0.30 -0.02 0.05 0.14
H 1.0582 -1.4434 -4.6304 0.03 0.01 -0.07 0.13



36
Properties=species:S:1:pos:R:3:forces:R:3:lowdin_charge:R:1 method="wB97M-V/def2-TZVPD" multiplicity=4 charge=+2 de_lowest_ev=0.536
H 1.0401 3.4513 1.3320 0.01 0.40 -0.51 0.13
N 0.6176 2.0246 -0.1439 -0.60 -0.03 -0.04 -0.16
B 0.1539 0.5609 -2.2003 1.54 0.59 -0.35 -0.42
N 0.5410 1.9570 -1.5269 0.23 -0.50 1.42 -0.01
C 0.8864 3.1673 -1.9997 -0.26 -0.23 0.30 -0.01
Tc 0.2130 0.3862 0.9101 1.18 -0.09 1.14 1.38
H 0.9809 3.2437 -3.0790 -0.11 0.56 0.30 0.15
C 1.0994 4.0385 -0.9158 0.04 -0.40 0.35 0.01
H 1.3418 5.0793 -0.9188 0.20 0.26 -0.34 0.12
C 0.9357 3.2871 0.2598 -0.38 -1.42 -1.85 -0.04
H 0.1257 0.7004 -3.3900 0.12 -0.21 0.22 0.13
C -2.0684 -2.6928 4.1260 -0.26 -0.25 0.18 -0.04
H -1.7892 -3.2866 4.9911 0.14 -0.18 -0.12 0.03
H -1.4133 -2.8828 3.2832 0.00 -0.34 -0.16 0.00
H -3.1183 -2.8824 3.9068 0.11 -0.09 -0.20 0.02
N -1.2415 0.0579 -1.7284 -2.67 -0.74 -0.38 0.06
N 1.1572 -0.5518 -1.6971 0.18 0.30 1.06 0.00
N -1.3849 -0.1946 -0.3609 -3.36 0.01 0.70 -0.05
N 1.3331 -0.7384 -0.3213 -0.46 0.08 -0.44 -0.13
C -2.4165 -0.2272 -2.3173 3.00 1.00 -0.84 0.08
C 1.8997 -1.4697 -2.3329 -0.32 0.22 0.13 -0.01
H -2.5242 -0.1616 -3.3945 -0.09 0.02 0.16 0.17
H 1.9357 -1.4352 -3.4202 0.08 -0.34 0.35 0.15
C -3.3419 -0.5707 -1.3282 -1.67 -0.51 0.04 0.12
C 2.5113 -2.2771 -1.3781 0.31 -0.32 0.30 0.00
C -2.6824 -0.4778 -0.1022 3.05 0.30 0.22 0.00
C 2.1564 -1.7908 -0.1199 -0.83 0.93 -0.74 -0.05
H -4.3622 -0.8952 -1.4649 -0.05 0.09 -0.17 0.15
H 3.1284 -3.1408 -1.5116 0.27 -0.08 -0.37 0.12
H -3.0508 -0.6374 0.9059 0.10 -0.08 -0.20 0.15
H 2.4148 -2.0853 0.9030 -0.04 0.01 -0.68 0.14
H -1.9600 -1.6704 4.4089 0.02 0.89 0.25 0.00
C 1.5413 0.5077 2.4171 0.96 0.58 0.33 -0.28
H 1.1119 1.1740 3.1976 0.04 -0.19 -0.25 0.03
H 2.5341 0.9152 2.1337 -0.42 -0.29 0.22 0.03
H 1.6941 -0.4824 2.8767 -0.10 0.07 -0.05 0.02



Here is a 2-piece molecular cluster, C11H17BO7S overall from the OMol25 dataset. Energies are from wB97M-V/def2-TZVPD.

```
37
Properties=species:S:1:pos:R:3:forces:R:3:lowdin_charge:R:1
C -4.8559 1.7285 -1.6546 1.01 -1.25 -0.17 -0.19
C -3.7080 0.6093 -2.1138 -0.27 0.65 1.01 -0.48
S -2.0449 1.5337 -1.9417 -0.40 -0.91 1.07 0.77
C -1.4823 1.0929 -0.1716 0.44 -1.29 0.16 -0.37
C -1.0172 -0.4808 -0.1925 0.00 -4.34 1.94 -0.06
C -1.4303 -1.6563 0.6373 1.10 2.51 -2.07 0.08
B -2.5608 -1.5411 1.8303 -2.12 -0.41 1.02 -0.38
O -2.2821 -1.3871 3.2717 -0.04 1.35 -3.39 0.07
O -3.9918 -1.6493 1.3992 4.01 -0.78 -0.12 0.05
C -0.5882 -2.9929 0.1785 -1.90 -3.27 0.76 -0.14
O -0.8676 -4.2993 0.2590 2.49 9.33 -0.58 0.04
O 0.6291 -2.3268 -0.3931 -3.21 -1.55 -2.56 -0.05
C 0.0620 -1.2217 -1.1858 -1.03 3.83 -4.64 -0.23
O 0.2515 -0.8283 -2.4483 -0.28 -3.55 8.54 0.02
H -5.8879 1.3209 -2.0265 1.77 1.09 0.96 0.08
H -4.5373 2.7338 -2.1658 -0.96 -1.94 1.08 0.07
H -4.7757 1.8113 -0.4693 -0.46 -0.02 -2.69 0.09
H -3.8440 0.2511 -3.2204 0.43 0.70 2.23 0.09
H -3.6314 -0.2923 -1.3595 -0.41 1.66 -1.70 0.07
H -0.5258 1.7418 0.1050 -2.11 -1.45 -0.70 0.10
H -2.3432 1.2815 0.6233 1.88 -0.60 -1.68 0.11
H -1.6887 -0.6023 3.4662 -0.73 -1.59 -0.44 0.12
H -3.9599 -2.1153 0.5102 -0.23 0.97 1.46 0.10
C 5.4113 1.2043 -0.1202 -0.11 0.07 -0.22 -0.07
C 4.9310 0.7797 1.2536 0.13 0.00 -0.25 -0.23
O 3.6086 1.2869 1.5144 -0.54 0.05 0.51 0.00
C 2.4648 0.6790 1.1264 -1.02 0.59 0.16 -0.47
C 2.5374 -0.4377 0.1283 0.23 -0.36 0.49 0.02
O 1.3765 1.0881 1.5299 1.92 -0.37 -0.43 0.06
H 4.7750 0.8004 -0.9120 0.11 -0.06 0.09 0.07
H 6.4365 0.8642 -0.2926 -0.11 0.04 0.04 0.08
H 5.3804 2.2948 -0.2160 0.07 -0.16 0.11 0.09
H 4.9736 -0.3036 1.4004 -0.13 0.10 -0.09 0.12
H 5.5865 1.2194 2.0130 -0.39 0.02 -0.01 0.12
H 2.3852 -0.0332 -0.8758 0.08 -0.02 0.09 0.11
H 1.7429 -1.1556 0.3530 0.72 0.79 0.16 0.06
H 3.4705 -0.9982 0.1596 0.06 0.16 -0.16 0.09
```
Forces are in eV/Å.



Here is a 3-piece molecular cluster, C11H17BO9 overall from the OMol25 dataset. Energies are from wB97M-V/def2-TZVPD.

```
38
Properties=species:S:1:pos:R:3:forces:R:3:lowdin_charge:R:1
C 0.2099 -0.3591 0.6628 -0.20 0.39 -0.17 0.05
C -0.7005 -0.8540 -0.1984 0.11 -0.36 0.19 -0.09
C -2.1669 -0.7414 0.1688 0.48 1.35 -1.04 -0.23
O -3.0129 -1.6515 -0.5901 0.86 0.61 0.36 0.01
C -3.7733 -2.4082 0.2239 2.66 0.44 0.53 -0.40
O -4.8781 -2.6035 -0.0323 -4.43 -1.12 -0.98 0.14
B -2.7731 0.7395 0.0203 -0.46 0.81 0.55 -0.42
C -3.5628 1.3895 1.2368 0.16 -0.88 -0.95 0.01
O -2.6105 1.5032 -1.1289 0.00 -0.98 -0.28 0.12
H 0.0875 0.6906 0.9230 -0.61 -0.41 1.81 0.06
H 1.0039 -0.9490 1.1135 0.75 0.90 -1.38 0.05
H -0.3407 -1.3128 -1.1157 -0.50 -1.61 0.50 0.11
H -2.2438 -1.0140 1.2191 0.03 -0.18 0.02 0.12
H -3.3337 -2.8526 1.1265 0.75 0.33 0.03 0.16
H -4.2225 0.6145 1.6354 -0.06 0.16 0.34 0.07
H -4.1448 2.2391 0.8940 -0.01 0.23 0.27 0.06
H -2.8332 1.6680 2.0007 -0.11 0.10 0.13 0.08
H -3.4373 1.5362 -1.6256 0.13 0.43 0.00 0.11
O 2.9684 -1.2115 1.4174 0.38 -0.19 0.08 0.15
C 3.1018 -2.2371 0.8365 0.17 0.08 0.07 -0.57
O 3.4837 -2.3425 -0.4620 -0.08 -0.12 0.17 0.06
C 3.7465 -3.7210 -0.7307 0.13 -0.13 -0.24 -0.12
C 2.9181 -4.4227 0.3193 -0.09 -0.30 -0.01 -0.12
O 2.8850 -3.4644 1.3786 0.05 0.11 -0.20 0.06
H 3.4517 -3.9799 -1.7449 -0.05 0.20 -0.02 0.13
H 4.8162 -3.9053 -0.6134 -0.02 0.01 0.05 0.13
H 1.8963 -4.6159 -0.0138 0.01 0.05 -0.01 0.13
H 3.3631 -5.3560 0.6561 0.01 0.09 0.18 0.13
O 1.0781 2.8546 1.6778 -0.05 0.01 0.06 0.16
C 1.0504 3.3474 0.5994 0.02 -0.03 -0.01 -0.57
O 0.3635 4.4773 0.2846 0.14 -0.16 -0.06 0.06
C 0.7520 4.8723 -1.0317 -0.05 0.25 -0.17 -0.12
C 1.2356 3.5740 -1.6335 0.00 -0.07 -0.34 -0.12
O 1.6955 2.8545 -0.4886 -0.13 0.20 0.12 0.06
H -0.0899 5.3010 -1.5705 -0.10 -0.03 0.17 0.13
H 1.5442 5.6202 -0.9563 0.02 -0.04 0.02 0.13
H 0.4318 3.0065 -2.1071 -0.03 0.01 0.06 0.13
H 2.0410 3.7142 -2.3509 0.12 -0.11 0.14 0.13
```
Forces are in eV/Å.



40
Properties=species:S:1:pos:R:3:forces:R:3:lowdin_charge:R:1 method="wB97M-V/def2-TZVPD" multiplicity=5 charge=-2 de_lowest_ev=0.000
C 0.0204 -1.4842 -1.2716 -0.07 0.84 -1.94 -0.40
C 0.8632 -0.3283 -1.4735 -0.50 -0.59 -1.31 -0.35
C 0.0339 0.8261 -1.5251 -0.16 -0.44 -0.10 -0.29
C 2.3306 -0.3335 -1.7383 0.16 0.07 0.32 -0.08
C -1.3237 0.4133 -1.3967 -0.09 -0.79 -1.38 -0.32
C -1.3534 -1.0165 -1.2242 0.48 0.76 -1.94 -0.36
C -2.5698 -1.8761 -1.2410 -0.12 0.01 0.19 -0.05
C 0.4530 -2.9075 -1.3206 0.09 -0.10 0.09 -0.07
C 0.4987 2.2083 -1.8239 0.13 0.20 0.20 -0.04
C -2.5044 1.3003 -1.5730 -0.10 0.15 0.19 -0.06
Os -0.2918 -0.4121 0.6435 0.54 -1.77 4.29 1.47
Cl 4.5526 1.1309 1.4005 0.42 0.12 -0.30 -0.70
Cl 1.7536 -1.1040 1.2635 1.91 -0.87 0.08 0.21
O -2.0152 0.2714 1.2590 -1.70 1.36 0.39 -0.42
H 2.7775 -1.2784 -1.4259 0.03 0.14 0.03 0.06
H 2.8270 0.4654 -1.1758 0.10 -0.20 0.02 0.05
H 2.5498 -0.1906 -2.8048 -0.13 0.02 0.00 0.08
H 1.4721 2.3928 -1.3598 -0.15 0.09 0.02 0.09
H -0.2223 2.9423 -1.4537 0.17 0.02 0.04 0.07
H 0.6104 2.3819 -2.9032 -0.02 -0.11 0.03 0.08
H -2.3472 2.2527 -1.0564 -0.18 -0.10 0.05 0.07
H -3.4090 0.8261 -1.1863 0.08 0.15 0.08 0.06
H -2.6808 1.5422 -2.6310 0.06 -0.07 0.00 0.07
H -3.3921 -1.3680 -0.7298 0.02 -0.17 0.08 0.07
H -2.3675 -2.8286 -0.7472 -0.12 0.10 0.09 0.06
H -2.9011 -2.0911 -2.2652 0.08 0.05 0.01 0.08
H 1.4225 -3.0207 -0.8315 -0.10 -0.08 0.07 0.05
H 0.5514 -3.2597 -2.3545 -0.03 0.05 0.00 0.08
H -0.2784 -3.5400 -0.8145 0.14 -0.02 0.08 0.06
H -1.9202 1.0888 1.7811 -0.07 -0.54 -0.14 -0.01
O -0.9014 -2.1164 1.4172 -0.99 0.70 0.11 -0.42
H -1.6746 -1.7413 1.8909 0.38 -0.52 -0.08 -0.01
F 1.7269 1.5688 5.3087 0.59 0.06 0.05 0.08
C 2.0266 1.3994 3.9948 -1.41 0.03 -1.04 -0.69
F 2.6714 2.4545 3.5314 0.22 -0.06 0.55 0.09
F 2.7204 0.2858 3.8467 -0.22 0.62 0.33 0.09
S 0.3191 1.3053 3.1688 0.65 -0.11 -2.15 0.50
O -0.0995 -0.0279 3.5331 -0.30 0.34 0.47 -0.37
O -0.4626 2.4321 3.6289 0.23 -0.10 0.52 -0.32
O 0.5342 1.4368 1.6593 -0.04 0.77 2.03 -0.51



35
Properties=species:S:1:pos:R:3:forces:R:3:lowdin_charge:R:1 method="wB97M-V/def2-TZVPD" multiplicity=3 charge=-2 de_lowest_ev=1.427
C -0.0004 0.4644 -1.7786 -1.24 0.11 2.24 -0.34
C 1.1972 -0.0963 -1.2495 0.01 0.01 2.17 -0.32
C 1.3387 0.3130 0.1290 -0.54 -0.39 -1.97 -0.31
C 2.2236 -0.9258 -1.8905 0.55 -0.88 -0.35 -0.07
C 0.2350 1.1144 0.4918 -1.39 0.15 -2.34 -0.34
C -0.5906 1.3811 -0.7538 1.47 0.14 0.51 -0.36
C -1.6943 2.1840 -0.8843 0.20 0.36 -0.19 -0.05
C -0.5933 0.2536 -3.1112 -0.02 -0.06 -0.57 -0.09
C 2.4654 -0.1168 0.9670 0.79 -0.49 0.53 -0.07
C -0.0300 1.6686 1.8106 -0.63 0.46 1.01 -0.08
Mo -0.7314 -0.9179 -0.0530 2.92 1.33 -0.19 1.30
Cl 3.1108 -4.0147 0.7606 0.22 0.07 -0.05 -0.81
Cl -0.8055 -2.9104 -1.2276 -0.35 -0.98 -0.75 -0.13
O -2.7551 0.9305 2.2357 -1.33 -0.91 0.83 -0.13
H 1.8592 -1.5119 -2.7280 -0.18 0.00 -0.21 0.07
H 2.6804 -1.6471 -1.2088 -0.28 -0.08 0.17 0.05
H 3.0597 -0.3246 -2.2297 0.22 0.40 -0.34 0.07
H 2.6489 -1.1878 0.8749 -0.16 -0.22 0.10 0.01
H 2.3403 0.0923 2.0296 -0.15 0.06 -0.10 0.07
H 3.4090 0.3283 0.6524 0.07 0.40 -0.14 0.08
H 0.6557 1.2674 2.5511 0.16 0.03 0.12 0.06
H -1.0542 1.4099 2.1251 0.76 0.26 -0.09 0.04
H 0.0108 2.7583 1.8353 0.23 0.33 -0.07 0.07
H -2.0459 2.7594 -0.0243 -0.08 -0.23 -0.41 0.02
H -3.0274 0.3170 1.5093 0.36 0.33 0.09 0.00
H -2.1445 2.2959 -1.8751 -0.08 0.04 0.47 0.01
H -0.3121 -0.7126 -3.5280 0.10 -0.03 -0.03 0.06
H -0.2608 1.0408 -3.7884 0.00 0.13 -0.30 0.07
H -1.6852 0.2870 -3.0884 0.02 0.07 0.12 0.07
H -2.7565 0.3655 3.0375 0.11 0.38 -0.65 0.04
O -2.6387 -0.7331 0.1573 -2.20 -0.51 -1.46 -0.49
H -3.2016 -1.0471 -0.6088 0.87 0.25 1.44 0.03
S -0.7781 -1.8587 4.2946 -0.79 -0.39 2.90 0.54
C -0.2182 -1.7176 2.8550 1.12 1.02 -5.18 -0.96
N 0.0890 -1.5087 1.7115 -0.76 -1.16 2.69 -0.09



Number 1: total energy -3471.99531 a.u.. Number 2: total energy -862.85324 a.u.. Number 3: total energy -1378.93735 a.u.. Number 4: total energy -1131.29918 a.u.. Number 5: total energy -2514.37054 a.u.. Number 6: total energy -2021.42837 a.u..